[1]
Molecular formula: H24O12
Method: DFT, ωB97M-V with the def2-TZVPD basis set

Values from the calculation:
SMILES = O.O.O.O.O.O.O.O.O.O.O.O
M = 216.2 g/mol
E_LUMO = 0.0054 eV

Each line ends with the Löwdin charge.
Positions of all 36 atoms, in Å:
O  3.1527  -0.8958  1.3562  -0.0066
H  2.5797  -1.6318  1.3352  0.0305
H  3.7957  -1.0548  0.6302  0.0986
O  0.8077  -0.6278  3.3362  -0.0522
H  0.7267  -0.2298  4.2082  0.0439
H  0.3937  -0.0318  2.7052  -0.0185
O  -2.2873  -0.4458  2.7602  -0.0517
H  -1.7903  -0.5108  1.9632  -0.0460
H  -2.8913  0.3252  2.7172  0.0479
O  -1.6383  2.4022  0.5632  0.0095
H  -2.5273  2.1772  0.5092  0.0179
H  -1.5123  2.6142  1.4572  0.0369
O  2.1887  -0.0168  -2.9888  -0.0483
H  1.8117  -0.7098  -3.5508  0.0392
H  1.9777  -0.2748  -2.1278  -0.0654
O  -1.4583  -1.8768  -2.4548  -0.0203
H  -1.3183  -0.9488  -2.4538  -0.0097
H  -1.2343  -2.2038  -3.3318  0.0648
O  -1.0883  1.1832  -1.9208  -0.0420
H  -1.0763  1.9252  -1.3108  0.0216
H  -0.4963  1.4072  -2.6408  0.0562
O  1.9277  0.5722  -0.3508  -0.1233
H  2.2827  0.1332  0.4642  0.0046
H  2.4727  1.3822  -0.5428  0.1149
O  -3.2453  -0.0208  -0.3738  -0.0778
H  -2.4323  -0.5428  -0.5178  0.0051
H  -3.5503  0.1432  -1.3088  0.0743
O  -0.4933  -0.3138  0.6092  -0.0836
H  0.2057  -0.5418  -0.0408  0.0369
H  -0.9003  0.5312  0.3212  0.0067
O  1.4377  2.2462  1.4952  -0.1019
H  0.6997  2.2382  2.1422  0.0303
H  1.1367  1.5152  0.8462  0.0117
O  1.1007  -2.5088  -1.3308  -0.0251
H  0.9717  -2.8528  -0.4368  0.0560
H  0.2697  -2.5558  -1.7378  -0.0349

[2]
Molecular formula: H24O12
Method: DFT, ωB97M-V with the def2-TZVPD basis set

Values from the calculation:
M = 216.2 g/mol
E_LUMO = -0.6321 eV

Each line ends with the Löwdin charge.
Positions of all 36 atoms, in Å:
O  -0.4572  -0.4171  0.1812  -0.0277
H  0.4800  -0.5239  0.3440  -0.0440
H  -0.5547  0.5030  -0.0641  0.0858
O  -2.3627  -1.6698  0.3583  -0.0404
H  -1.9625  -1.0941  1.0100  -0.2340
H  -2.1718  -1.2514  -0.4811  0.0171
O  -1.6151  2.1774  -0.3986  0.2187
H  -2.0861  3.0028  -0.5130  0.1647
H  -2.0440  1.7578  0.3473  0.1471
O  -1.4716  -0.6210  1.8817  0.0370
H  -1.3293  -0.0289  2.6202  0.1014
H  -0.7532  -0.4296  1.2788  -0.1617
O  0.9422  -0.1699  -2.0385  -0.1206
H  0.2375  -0.7041  -1.6721  -0.2167
H  1.6629  -0.7847  -2.1756  -0.0229
O  0.3215  2.5215  1.3654  -0.0158
H  0.1096  3.3530  0.9412  0.0999
H  -0.0958  1.8583  0.8156  0.0255
O  -0.5172  -1.4988  -1.6029  0.0334
H  -1.0723  -2.2693  -1.4824  0.1118
H  -0.5227  -1.0634  -0.7505  -0.1683
O  2.1506  -1.8785  -1.4584  -0.0379
H  1.6594  -1.5307  -0.7141  -0.2719
H  2.6500  -2.6102  -1.0956  0.0717
O  0.6294  0.4157  1.9760  -0.0836
H  0.2171  1.2629  2.1446  0.0203
H  1.5633  0.5710  2.1168  0.0918
O  1.5845  0.8339  -0.1651  -0.0457
H  1.7708  1.1951  0.7015  0.0366
H  1.9974  -0.0297  -0.1589  0.0423
O  1.3626  -1.4341  0.2808  0.1421
H  0.8072  -2.1336  0.6251  0.2043
H  2.0429  -1.3192  0.9444  0.1787
O  -0.7855  1.0622  -1.6631  -0.0394
H  -1.1143  1.3951  -2.4982  0.0881
H  -1.2729  1.5522  -1.0008  -0.3879

[3]
Molecular formula: H24O12
Method: DFT, ωB97M-V with the def2-TZVPD basis set

Values from the calculation:
SMILES = O.O.O.O.O.O.O.O.O.O.O.O
M = 216.2 g/mol
E_LUMO = -0.2419 eV

Each line ends with the Löwdin charge.
Positions of all 36 atoms, in Å:
O  27.2106  10.2924  28.2153  -0.0371
H  26.4249  10.8167  28.3701  0.0058
H  26.9977  9.7616  27.4478  0.0521
O  26.4839  11.8592  32.3654  -0.0283
H  26.9864  11.9696  33.1725  0.0657
H  25.5720  11.9737  32.6328  0.0701
O  28.7583  10.2666  31.9450  -0.0465
H  27.9373  10.7482  32.0460  -0.0316
H  28.5200  9.3518  32.0954  0.0326
O  25.4012  12.5815  28.0759  -0.0339
H  24.4563  12.4345  28.1184  0.0772
H  25.5389  13.0158  27.2341  0.0421
O  24.5633  15.2378  31.0319  -0.0373
H  25.2504  15.5864  31.5998  0.0143
H  24.4502  14.3321  31.3201  0.0418
O  29.2494  15.2335  30.1498  -0.0623
H  28.9707  14.3197  30.0905  -0.0126
H  28.4592  15.7384  29.9577  0.0249
O  27.3080  13.2413  29.9248  -0.0421
H  26.7234  12.9037  30.6034  0.0039
H  26.8330  13.0986  29.1061  -0.0069
O  29.7055  11.6679  28.5807  -0.0490
H  30.3739  11.0196  28.3589  0.0432
H  28.8758  11.2368  28.3757  -0.0179
O  26.1850  14.9595  26.5755  -0.0464
H  26.0755  15.3387  25.7034  0.0734
H  27.0816  14.6242  26.5805  -0.0003
O  24.5324  15.7021  28.4367  -0.0864
H  24.6959  15.3870  29.3257  -0.0474
H  25.2211  15.2984  27.9086  -0.0547
O  28.7194  14.2021  27.0763  -0.0315
H  28.8716  13.4374  27.6316  0.0101
H  29.4717  14.7710  27.2399  0.0643
O  26.7928  15.2565  32.6876  -0.0335
H  27.4677  15.8560  32.3693  0.0506
H  27.2517  14.4271  32.8204  0.0336

[4]
Molecular formula: H24O12
Method: DFT, ωB97M-V with the def2-TZVPD basis set

Values from the calculation:
SMILES = O.O.O.O.O.O.O.O.O.O.O.O
M = 216.2 g/mol
E_LUMO = -0.5450 eV

Each line ends with the Löwdin charge.
Positions of all 36 atoms, in Å:
O  -2.4305  2.5430  0.3161  -0.0606
H  -1.7476  3.2283  0.4914  0.0122
H  -3.2597  3.0289  0.2390  0.0727
O  -1.6527  0.5860  2.2508  -0.0736
H  -0.8476  0.4555  1.7160  0.0049
H  -2.1065  1.3122  1.7865  0.0096
O  1.1889  -1.1081  -2.4805  -0.0327
H  1.5997  -0.4681  -3.0784  0.0819
H  1.8372  -1.8120  -2.3941  0.0729
O  -3.1327  -0.1475  -1.0495  -0.0731
H  -3.1147  0.6041  -0.4358  0.0043
H  -2.2546  -0.1737  -1.4527  -0.0228
O  0.4527  -3.0532  2.2956  -0.0656
H  1.1789  -2.8178  1.6965  -0.0156
H  0.3437  -2.2868  2.8685  0.0400
O  -1.5393  -1.2165  -2.8818  -0.0689
H  -1.8874  -1.9998  -2.4401  0.0574
H  -0.5678  -1.2870  -2.8072  -0.0039
O  -2.5461  -2.1594  1.5994  -0.0766
H  -2.2689  -1.3643  2.0778  -0.0063
H  -2.1628  -2.0520  0.7248  0.0047
O  0.0789  -0.0923  0.1246  -0.0519
H  0.6447  -0.4514  -0.5713  0.0140
H  -0.0425  0.8269  -0.1606  0.0077
O  3.0546  -2.4494  1.4956  -0.0497
H  3.0295  -3.1111  2.2037  0.0694
H  3.3584  -2.9393  0.7241  0.0581
O  -0.2621  4.1227  0.7432  -0.0582
H  -0.0080  3.3604  0.1905  0.0079
H  0.5448  4.6312  0.8675  0.0631
O  0.3420  2.3368  -1.4214  -0.0403
H  0.9079  2.9178  -1.9442  0.0765
H  -0.3572  2.0583  -2.0310  0.0801
O  4.4156  0.0217  0.1612  -0.0614
H  3.8882  -0.7421  0.4284  -0.0110
H  5.3229  -0.3022  0.1473  0.0348

[5]
Molecular formula: H25O12
Method: DFT, ωB97M-V with the def2-TZVPD basis set

Values from the calculation:
multiplicity = 2
M = 217.2 g/mol
E_LUMO (alpha / beta) = -0.0083 / -0.1068 eV

Each line ends with the Löwdin charge.
Positions of all 37 atoms, in Å:
O  2.9174  0.0216  -2.1997  -0.1140
H  -2.7654  2.3266  1.6360  0.0092
H  3.9336  -0.0262  -2.2145  0.0885
O  -0.4551  -0.7111  -2.4187  -0.1798
H  -1.2544  -0.6539  -3.1243  0.1081
H  0.5994  3.2935  -0.0460  -0.0425
O  -0.9259  -2.3253  3.7903  -0.0014
H  0.0824  0.4251  3.9385  0.0989
O  1.2730  -1.8806  2.2541  0.0029
H  -1.8650  -1.9857  3.9229  0.1175
H  0.4064  -2.0556  2.5996  0.0078
O  -2.6974  2.2751  -1.0456  -0.0184
H  -3.3959  1.6709  -1.0738  0.0115
H  -2.9722  3.0097  -1.4432  -0.0426
O  -0.6398  -2.9180  -0.7915  -0.0974
H  -0.3838  -2.9989  -1.7313  0.0430
H  -1.5982  -3.0421  -0.6780  0.0486
O  1.0605  2.6550  0.3410  -0.0256
H  -0.9590  -3.1266  3.4878  -0.0571
H  0.1233  1.0082  0.7387  -0.0596
O  -2.2538  1.5733  1.5558  -0.0112
H  -2.0910  1.0749  0.8325  -0.0573
H  0.1725  -0.2108  -2.9511  -0.0425
O  -0.1527  0.7271  2.9885  -0.0602
H  2.5648  0.6586  -2.8158  -0.0161
H  -0.8987  1.1614  3.2573  -0.0428
O  0.6520  1.1628  -4.1009  -0.1416
H  0.4518  2.1762  -4.0290  0.0593
H  1.0705  0.9523  -4.8508  -0.0521
O  -0.1153  0.5008  0.0237  -0.0869
H  1.9100  -2.5278  2.5223  0.0720
H  1.8711  -0.2823  -0.2799  0.1420
O  1.6690  -1.2867  -0.1754  0.0743
H  0.4433  2.6294  1.0843  0.0396
H  1.5450  -1.5839  0.7823  0.0475
H  -0.3357  1.1211  -0.6872  0.0327
H  0.6902  -1.3664  -0.6499  0.1459

[6]
Molecular formula: H25O12
Method: DFT, ωB97M-V with the def2-TZVPD basis set

Values from the calculation:
charge = +1
M = 217.2 g/mol
E_LUMO = -2.8330 eV

Each line ends with the Löwdin charge.
Positions of all 37 atoms, in Å:
O  -0.8836  -4.5051  0.1876  -0.0410
H  -3.0697  2.2804  -0.6102  -0.0347
H  -0.6138  1.6793  -0.8984  -0.0286
O  1.5134  3.5169  -1.1687  -0.0901
H  2.1423  3.8982  -0.4654  0.1135
H  -0.3703  -0.6962  4.2409  0.1017
O  3.3306  1.1045  1.9945  -0.0504
H  -1.3985  -0.7180  -4.4411  0.0818
O  -3.5347  -0.4883  1.2577  -0.0740
H  3.8015  0.5267  1.4052  -0.0042
H  -4.3546  -0.8789  0.7458  0.1226
O  0.7238  0.4673  1.9392  0.0183
H  0.1904  0.9888  1.2188  0.1197
H  1.3990  0.0726  1.2897  0.0965
O  -2.9023  1.8147  -1.3076  0.1164
H  -1.0698  -1.8292  0.8676  0.0186
H  -3.6633  1.4682  -1.5224  -0.0254
O  -0.8200  -0.8403  3.3982  0.0157
H  3.1610  0.4673  2.7091  0.0630
H  -1.4923  -4.6090  0.8678  -0.0063
O  0.1456  1.5524  -0.4587  -0.0271
H  1.0142  1.7801  -0.8899  0.0530
H  1.9029  3.6112  -2.0807  0.0877
O  -1.2614  -1.0537  -3.5046  -0.0649
H  -1.6795  -0.5391  3.3826  0.0291
H  -2.1872  -0.9554  -3.3288  0.0110
O  3.3771  -0.8649  0.0272  -0.0737
H  4.0633  -0.5960  -0.5834  0.0532
H  2.6072  -0.1809  0.1551  0.0558
O  -0.9648  -0.9618  0.7202  0.0864
H  -3.1092  0.1960  0.8092  -0.0418
H  -1.1811  -4.6350  -0.7479  0.0758
O  1.8190  -0.0875  -2.2076  -0.0158
H  0.0933  -0.6068  2.0350  0.2516
H  1.2870  -0.3407  -2.8577  -0.0463
H  -0.6068  -0.5975  0.0458  -0.0454
H  2.5913  0.5598  -2.2241  0.0983

[7]
Molecular formula: H25O13
Method: DFT, ωB97M-V with the def2-TZVPD basis set

Values from the calculation:
charge = -1
M = 233.2 g/mol
E_LUMO = 2.7330 eV

Each line ends with the Löwdin charge.
Positions of all 38 atoms, in Å:
O  -2.7231  -2.9374  -1.3172  -0.0570
H  2.5264  -1.0085  0.9149  0.0018
H  -0.9832  -1.4981  0.4485  -0.0036
O  0.2221  0.3753  -3.6691  -0.0621
H  1.0856  0.1061  -3.3586  0.0027
H  2.7731  1.3847  2.6756  0.0328
O  -1.0037  -1.0745  1.3082  -0.0817
H  -0.3301  -0.3642  1.2759  -0.0150
O  2.6326  1.5530  -1.3412  -0.0512
H  2.4529  0.9241  -2.0457  0.0171
H  2.6401  2.3952  -1.8197  0.0564
O  -3.6547  -0.1045  -2.2184  -0.0572
H  -2.4385  -3.6100  -0.6910  0.0365
H  -2.8834  -0.5626  -2.5692  0.0066
O  0.0200  0.5417  4.3619  -0.0651
H  -0.2971  0.3999  3.4552  0.0034
H  0.9145  0.2357  4.1759  0.0285
O  1.9827  1.8473  2.9361  -0.0506
H  -3.5679  0.0253  0.8276  0.0272
H  2.4981  -1.9294  -1.1983  -0.0004
O  2.4483  -0.5870  0.0579  -0.2724
H  -3.1743  0.6724  -1.8903  0.0425
H  1.2452  1.7531  2.3372  -0.0089
O  2.9681  -2.0269  -2.0665  -0.1110
H  -0.4241  -0.2168  -3.3186  -0.0140
H  0.1797  -0.2748  -0.7364  0.0094
O  -1.3426  2.3540  2.1018  -0.0363
H  -1.0674  2.0181  2.9438  0.0018
H  -1.0324  1.8592  1.3545  -0.0096
O  0.5444  0.8694  0.3942  -0.2739
H  0.2871  1.4857  -0.2955  0.0387
H  3.7088  -1.4566  -1.8363  0.0202
O  -0.0611  -0.9199  -1.4796  -0.1062
H  -3.0161  0.6360  2.0810  -0.0038
H  1.6220  0.3284  0.1545  0.0026
O  -3.5994  0.8376  1.3570  -0.0718
H  0.7986  -1.3513  -1.4776  0.0099
H  -1.9515  -2.6797  -1.8326  0.0136

[8]
Molecular formula: H26HeO13
Method: DFT, ωB97M-V with the def2-TZVPD basis set

Values from the calculation:
M = 238.2 g/mol
E_LUMO = -0.5434 eV

Each line ends with the Löwdin charge.
Positions of all 40 atoms, in Å:
He  -0.1405  -0.0954  0.5572  0.1585
O  3.2652  -2.8752  1.6455  -0.0573
H  3.2057  -2.0421  1.1779  -0.0415
H  3.6958  -2.6563  2.4719  0.0421
O  2.5361  2.7147  -1.4380  -0.0370
H  2.6738  3.5581  -1.8693  0.0506
H  2.0897  2.9336  -0.6200  -0.0049
O  1.1639  3.5076  1.1435  -0.0262
H  1.7067  4.1624  1.5826  0.0772
H  0.8080  2.9748  1.8547  0.0776
O  -0.9200  3.9017  -0.5606  -0.0411
H  -0.2375  3.7281  0.0877  -0.0211
H  -0.5081  4.4934  -1.1902  0.0494
O  -3.4565  -1.5512  0.5277  -0.0749
H  -3.0450  -1.6643  -0.3291  -0.0216
H  -2.8108  -1.8858  1.1501  -0.0065
O  0.9590  0.2653  -2.0783  -0.0545
H  0.8844  -0.1116  -1.2016  -0.0509
H  1.4902  1.0523  -1.9568  -0.0114
O  -2.2435  -1.1847  3.4514  -0.0360
H  -2.3894  -0.2417  3.5276  0.0539
H  -3.1226  -1.5628  3.4327  0.0524
O  0.4103  -2.4749  3.4888  -0.0623
H  0.4772  -2.7401  2.5716  -0.0072
H  -0.4549  -2.0715  3.5595  -0.0230
O  2.5758  -0.8369  0.1372  -0.0484
H  3.1647  -0.1236  0.3831  0.0755
H  2.9053  -1.1393  -0.7091  0.0802
O  -1.6486  -1.8816  -1.5181  -0.0570
H  -0.9160  -2.1288  -0.9538  -0.0199
H  -1.2993  -1.1847  -2.0735  0.0014
O  -1.5393  0.0332  -3.7779  -0.0694
H  -2.3381  -0.4917  -3.8280  0.0374
H  -1.6358  0.5408  -2.9721  -0.0339
O  -2.4528  1.8068  -1.9025  -0.0400
H  -3.0590  2.2700  -2.4806  0.0548
H  -1.8689  2.4890  -1.5708  -0.0010
O  0.3825  -2.9237  0.0914  -0.0396
H  1.2734  -2.7266  0.3807  0.0039
H  0.4190  -3.8370  -0.1928  0.0718

These records have energy above the lowest of the compared OMol25 structures with the same formula, charge and spin values of 179.6 2521.0 121.1 166.6 338.7 611.2 234.9 137.4 kJ/mol, in the order they appear.